No. 1
A structure of composition C34H57N3O2PbSi at a distorted geometry, computed with ωB97M-V/def2-TZVPD.

Last column: Löwdin charge in e.
Cartesian coordinates (Å):
O (1.28, 2.00, -2.32)  -0.402
O (2.70, -0.59, -4.49)  -0.233
C (0.47, 2.23, -3.50)  -0.271
C (-0.08, 3.64, -3.54)  -0.059
H (-0.34, 1.49, -3.45)  0.083
H (1.05, 1.99, -4.40)  0.109
H (-0.74, 3.84, -2.68)  0.074
H (-0.67, 3.76, -4.46)  0.086
H (0.74, 4.37, -3.55)  0.079
C (2.70, 2.27, -2.43)  -0.248
C (3.30, 2.45, -3.81)  -0.090
H (3.19, 1.42, -1.92)  0.112
H (2.86, 3.18, -1.82)  0.128
H (3.29, 1.54, -4.41)  0.054
H (4.36, 2.72, -3.67)  0.090
H (2.85, 3.26, -4.38)  0.074
C (3.62, -1.37, -3.68)  -0.252
C (2.23, -1.30, -5.66)  -0.274
C (5.00, -0.87, -3.98)  -0.068
H (3.50, -2.45, -3.92)  0.122
H (3.29, -1.18, -2.65)  0.106
H (5.28, -1.03, -5.04)  0.072
H (5.74, -1.40, -3.38)  0.076
H (5.07, 0.20, -3.76)  0.069
C (3.21, -1.25, -6.81)  -0.082
H (1.29, -0.78, -5.88)  0.120
H (2.03, -2.35, -5.35)  0.108
H (3.61, -0.23, -6.97)  0.089
H (2.67, -1.56, -7.70)  0.073
H (4.05, -1.95, -6.67)  0.076
H (0.63, -2.34, -3.55)  -0.018
N (-1.98, 0.46, 0.71)  -0.061
C (-2.72, -0.48, 1.29)  -0.344
C (-2.23, -1.76, 1.59)  -0.072
C (-0.90, -2.20, 1.61)  -0.349
C (-4.17, -0.21, 1.61)  -0.010
H (-4.77, -0.07, 0.70)  0.093
H (-4.30, 0.69, 2.24)  0.084
H (-4.58, -1.06, 2.16)  0.079
C (-0.67, -3.65, 1.97)  -0.014
H (-0.23, -3.77, 2.97)  0.091
H (0.00, -4.14, 1.26)  0.071
H (-1.61, -4.20, 1.97)  0.077
N (0.16, -1.40, 1.41)  0.003
C (-2.58, 1.74, 0.41)  -0.280
C (-3.09, 1.99, -0.89)  -0.235
C (-3.13, 0.91, -1.93)  -0.042
C (-3.53, 3.27, -1.20)  -0.063
H (-3.88, 3.47, -2.22)  0.114
C (-3.56, 4.27, -0.22)  -0.080
H (-3.93, 5.26, -0.47)  0.098
C (-3.12, 3.99, 1.08)  -0.045
H (-3.18, 4.75, 1.87)  0.114
C (-2.64, 2.73, 1.42)  -0.227
C (-2.12, 2.45, 2.80)  -0.040
C (1.38, -1.70, 2.06)  -0.243
C (2.42, -2.35, 1.35)  -0.227
C (2.19, -2.85, -0.05)  -0.051
C (3.66, -2.51, 1.97)  -0.061
H (4.49, -2.92, 1.38)  0.107
C (3.81, -2.23, 3.33)  -0.084
H (4.77, -2.42, 3.82)  0.098
C (2.73, -1.73, 4.07)  -0.051
H (2.82, -1.55, 5.15)  0.110
C (1.51, -1.47, 3.46)  -0.227
C (0.36, -0.91, 4.25)  -0.040
Pb (0.37, 0.93, -0.04)  1.410
H (-2.51, 1.17, -2.80)  0.074
H (-4.16, 0.77, -2.28)  0.097
H (-2.77, -0.04, -1.53)  0.036
H (-2.38, 1.43, 3.13)  0.072
H (-2.58, 3.16, 3.50)  0.086
H (-1.03, 2.54, 2.85)  0.043
H (3.13, -2.81, -0.62)  0.075
H (1.44, -2.23, -0.56)  0.029
H (1.83, -3.89, -0.04)  0.081
H (-0.05, -0.01, 3.77)  0.063
H (0.72, -0.63, 5.25)  0.082
H (-0.44, -1.64, 4.35)  0.077
H (-2.98, -2.49, 1.88)  0.102
C (0.03, -1.63, -2.99)  -0.164
Si (-1.32, -2.93, -3.12)  0.432
H (-0.12, -0.67, -3.53)  0.033
H (0.49, -1.42, -2.00)  -0.005
C (-2.13, -2.73, -4.77)  -0.175
C (-2.53, -2.86, -1.75)  -0.161
C (-0.19, -4.45, -2.91)  -0.166
H (0.84, -4.27, -3.25)  0.027
H (-0.57, -5.31, -3.47)  0.025
H (-0.14, -4.70, -1.84)  0.027
H (-2.69, -1.79, -4.83)  0.035
H (-2.85, -3.55, -4.91)  0.033
H (-1.45, -2.74, -5.63)  0.031
H (-2.89, -1.84, -1.59)  0.007
H (-2.08, -3.21, -0.83)  0.024
H (-3.38, -3.50, -2.00)  0.040
N (1.65, 2.33, 2.94)  -0.027
C (1.25, 1.89, 1.92)  -0.444

Net charge   0
Gap between HOMO and LUMO   6.936 eV
DFT total energy   -57872.437 eV
Spin multiplicity   1
F_max   0.0481 hartree/bohr
Energy above the lowest of the compared OMol25 structures with the same formula, charge and spin   2.6 kcal per mole

---

No. 2
A cluster of 3 separate species, C34H57N4O4PS3 in total at a distorted geometry, computed with ωB97M-V/def2-TZVPD.

Last column: Löwdin charge in e.
Cartesian coordinates (Å):
C (3.57, -7.04, 1.96)  0.032
C (4.12, -6.81, 0.82)  -0.129
C (4.49, -6.25, -0.64)  -0.200
C (5.09, -4.75, -0.51)  -0.217
C (4.75, -3.82, -1.76)  -0.209
C (3.26, -3.29, -1.88)  -0.096
C (2.95, -2.33, -3.10)  -0.455
S (4.37, -1.93, -4.25)  0.683
C (1.50, -1.75, -3.37)  -0.301
P (1.26, -0.59, -4.83)  0.307
S (0.03, -1.23, -6.20)  0.118
C (0.31, -2.13, -2.40)  -0.055
C (-1.19, -1.62, -2.58)  -0.183
O (-1.86, -2.10, -3.77)  -0.226
C (-2.09, -3.52, -3.75)  -0.169
C (-3.34, -3.98, -2.85)  -0.184
O (-2.86, -4.35, -1.53)  -0.236
C (-3.98, -4.44, -0.60)  -0.249
C (-3.67, -3.33, 0.56)  -0.082
C (0.59, -3.07, -1.15)  -0.211
N (-0.31, -3.52, -0.15)  -0.248
S (0.56, -4.48, 0.96)  0.959
N (2.12, -4.40, 0.23)  -0.248
C (2.06, -3.60, -0.94)  -0.209
H (3.06, -6.95, 2.99)  0.048
H (3.53, -6.21, -1.27)  0.109
H (5.22, -7.00, -1.10)  0.104
H (6.24, -4.87, -0.43)  0.121
H (4.69, -4.30, 0.46)  0.104
H (5.46, -2.90, -1.75)  0.111
H (5.02, -4.39, -2.72)  0.120
H (5.13, -0.95, -3.59)  -0.096
H (0.88, 0.70, -4.26)  -0.011
H (2.51, -0.32, -5.51)  -0.049
H (-1.22, -0.46, -2.60)  0.137
H (-1.78, -1.91, -1.63)  0.112
H (-1.18, -4.16, -3.46)  0.136
H (-2.36, -3.82, -4.83)  0.139
H (-3.74, -4.96, -3.33)  0.135
H (-4.21, -3.23, -2.84)  0.139
H (-4.02, -5.46, -0.09)  0.119
H (-5.00, -4.27, -1.10)  0.116
H (-4.63, -3.19, 1.16)  0.075
H (-3.34, -2.38, 0.00)  0.074
H (-2.79, -3.74, 1.16)  0.055
C (0.56, 0.44, 1.14)  -0.027
C (2.08, 0.75, 1.13)  -0.465
C (2.87, -0.48, 1.61)  -0.132
C (2.76, -0.72, 3.11)  -0.182
C (3.14, 0.53, 3.89)  -0.136
C (2.35, 1.79, 3.45)  -0.481
N (2.35, 1.97, 1.96)  -0.037
O (3.58, 2.44, 1.61)  -0.025
C (0.90, 1.70, 3.97)  -0.036
C (2.93, 3.02, 4.20)  -0.045
C (2.39, 0.98, -0.37)  -0.035
H (0.24, -0.15, 2.00)  0.063
H (-0.03, 1.35, 1.10)  0.069
H (0.28, -0.17, 0.27)  0.072
H (3.93, -0.37, 1.36)  0.125
H (2.52, -1.38, 1.08)  0.106
H (1.75, -1.05, 3.38)  0.102
H (3.43, -1.54, 3.40)  0.114
H (2.98, 0.35, 4.96)  0.124
H (4.22, 0.71, 3.77)  0.124
H (0.29, 2.52, 3.57)  0.071
H (0.87, 1.79, 5.06)  0.088
H (0.40, 0.76, 3.75)  0.061
H (4.00, 3.16, 4.02)  0.076
H (2.81, 2.91, 5.28)  0.083
H (2.41, 3.94, 3.90)  0.087
H (1.85, 1.85, -0.76)  0.091
H (2.09, 0.11, -0.97)  0.062
H (3.46, 1.13, -0.56)  0.076
C (-3.22, 5.77, -1.52)  -0.042
C (-2.94, 4.32, -1.06)  -0.478
C (-4.27, 3.57, -0.89)  -0.135
C (-5.03, 3.98, 0.37)  -0.184
C (-4.15, 3.87, 1.60)  -0.136
C (-2.81, 4.63, 1.46)  -0.481
N (-2.10, 4.32, 0.18)  -0.035
O (-1.55, 3.08, 0.30)  -0.035
C (-3.05, 6.15, 1.58)  -0.042
C (-1.93, 4.32, 2.71)  -0.048
C (-2.19, 3.70, -2.28)  -0.045
H (-4.07, 6.23, -1.01)  0.060
H (-2.34, 6.41, -1.37)  0.093
H (-3.46, 5.82, -2.58)  0.084
H (-4.09, 2.48, -0.84)  0.124
H (-4.91, 3.72, -1.76)  0.126
H (-5.42, 5.00, 0.27)  0.103
H (-5.91, 3.33, 0.50)  0.114
H (-4.70, 4.24, 2.48)  0.125
H (-3.95, 2.81, 1.80)  0.124
H (-2.14, 6.72, 1.36)  0.094
H (-3.36, 6.42, 2.59)  0.086
H (-3.85, 6.52, 0.93)  0.057
H (-1.76, 3.25, 2.84)  0.063
H (-2.43, 4.66, 3.62)  0.087
H (-0.97, 4.82, 2.64)  0.091
H (-1.23, 4.21, -2.44)  0.090
H (-2.78, 3.80, -3.19)  0.085
H (-1.99, 2.63, -2.16)  0.068

Net charge   0
Gap between HOMO and LUMO   6.460 eV
DFT total energy   -92113.525 eV
Spin multiplicity   3
F_max   0.0982 hartree/bohr

---

No. 3
A cluster of 3 separate species, C34H58IN4O5PS in total at a distorted geometry, computed with ωB97M-V/def2-TZVPD.

Last column: Löwdin charge in e.
Cartesian coordinates (Å):
C (-6.24, 4.39, 0.38)  -0.102
C (-5.93, 4.79, -1.15)  -0.287
O (-4.90, 4.00, -1.80)  -0.275
P (-3.40, 4.10, -0.97)  0.720
O (-3.31, 5.56, -0.43)  -0.352
C (-1.98, 3.89, -2.19)  -0.210
C (-0.56, 4.47, -1.70)  -0.186
C (0.18, 3.53, -0.60)  -0.055
C (1.25, 2.44, -0.99)  -0.068
C (1.63, 2.32, -2.53)  -0.155
C (1.49, 0.85, -3.18)  -0.202
C (0.21, 0.00, -2.73)  -0.201
C (0.53, -1.57, -2.45)  -0.194
C (-0.84, -2.44, -2.29)  -0.208
C (-1.11, -2.78, -0.74)  -0.217
C (-2.50, -3.58, -0.47)  -0.192
C (-3.59, -2.54, 0.09)  -0.221
C (-4.67, -3.17, 1.11)  -0.154
C (-4.72, -2.24, 2.44)  -0.224
O (-3.84, -2.69, 3.50)  -0.225
C (-2.50, -2.18, 3.36)  -0.117
C (1.88, 1.60, 0.19)  -0.130
C (2.99, 0.50, -0.09)  -0.181
C (4.46, 1.21, -0.23)  -0.156
C (5.23, 1.31, 1.18)  -0.282
O (5.39, 0.00, 1.83)  -0.174
C (1.44, 1.85, 1.68)  -0.477
I (2.32, 0.74, 3.37)  0.837
C (0.37, 2.94, 2.10)  -0.332
N (-0.11, 3.32, 3.39)  -0.293
S (-1.25, 4.62, 3.20)  0.937
N (-1.15, 4.72, 1.48)  -0.271
C (-0.24, 3.77, 0.90)  -0.203
O (-3.36, 3.05, 0.36)  -0.270
C (-3.84, 1.71, 0.04)  -0.270
C (-2.59, 0.79, -0.39)  -0.083
H (-7.29, 4.80, 0.63)  0.089
H (-6.16, 3.28, 0.61)  0.072
H (-5.50, 4.96, 1.05)  0.077
H (-5.75, 5.92, -1.19)  0.120
H (-6.91, 4.60, -1.74)  0.126
H (-2.27, 4.50, -3.14)  0.117
H (-1.82, 2.82, -2.55)  0.087
H (0.15, 4.76, -2.55)  0.112
H (-0.79, 5.46, -1.14)  0.115
H (2.76, 2.60, -2.61)  0.122
H (1.09, 3.05, -3.22)  0.103
H (1.38, 1.02, -4.33)  0.117
H (2.44, 0.19, -3.08)  0.105
H (-0.37, 0.40, -1.83)  0.076
H (-0.54, 0.00, -3.61)  0.116
H (1.11, -2.05, -3.32)  0.112
H (1.17, -1.67, -1.49)  0.104
H (-0.72, -3.47, -2.83)  0.089
H (-1.74, -1.92, -2.80)  0.115
H (-1.02, -1.80, -0.15)  0.095
H (-0.26, -3.50, -0.42)  0.115
H (-2.27, -4.32, 0.38)  0.104
H (-2.84, -4.16, -1.40)  0.110
H (-4.13, -2.01, -0.78)  0.115
H (-3.01, -1.74, 0.69)  0.056
H (-4.51, -4.28, 1.35)  0.116
H (-5.72, -3.08, 0.63)  0.110
H (-5.78, -2.21, 2.89)  0.127
H (-4.48, -1.13, 2.17)  0.111
H (-2.43, -1.16, 2.85)  0.084
H (-1.91, -2.92, 2.70)  0.095
H (-1.95, -2.09, 4.38)  0.106
H (3.10, -0.30, 0.74)  0.077
H (2.84, -0.08, -1.07)  0.080
H (5.11, 0.69, -1.02)  0.120
H (4.23, 2.30, -0.55)  0.116
H (4.63, 2.03, 1.85)  0.085
H (6.30, 1.74, 1.05)  0.121
H (5.73, 0.23, 2.73)  0.047
H (-4.27, 1.23, 1.00)  0.123
H (-4.68, 1.67, -0.74)  0.118
H (-1.80, 1.52, -0.82)  0.045
H (-2.87, -0.04, -1.14)  0.076
H (-2.08, 0.27, 0.51)  0.079
C (7.96, 2.98, 5.02)  -0.112
C (9.07, 2.02, 5.43)  -0.272
C (9.06, 0.71, 4.64)  -0.182
C (7.76, 0.00, 4.85)  -0.195
N (6.73, -0.57, 5.02)  0.144
H (6.97, 2.55, 5.20)  0.070
H (8.03, 3.91, 5.59)  0.074
H (8.04, 3.23, 3.96)  0.076
H (8.97, 1.80, 6.50)  0.113
H (10.04, 2.51, 5.29)  0.109
H (9.88, 0.07, 4.96)  0.114
H (9.19, 0.91, 3.57)  0.117
C (-0.32, -7.06, -2.63)  -0.109
C (-1.63, -7.59, -3.18)  -0.271
C (-1.73, -7.49, -4.70)  -0.187
C (-1.62, -6.06, -5.13)  -0.206
N (-1.55, -4.92, -5.46)  0.130
H (-0.20, -5.99, -2.84)  0.056
H (-0.28, -7.17, -1.54)  0.074
H (0.54, -7.59, -3.05)  0.079
H (-2.46, -7.04, -2.72)  0.107
H (-1.74, -8.64, -2.88)  0.109
H (-2.68, -7.90, -5.05)  0.113
H (-0.92, -8.06, -5.18)  0.116

Net charge   0
Gap between HOMO and LUMO   6.907 eV
DFT total energy   -80612.020 eV
Spin multiplicity   1
F_max   0.1209 hartree/bohr
Energy above the lowest of the compared OMol25 structures with the same formula, charge and spin   219.2 kcal per mole

---

No. 4
A cluster of 7 separate species, C34H58O14S6 in total at a distorted geometry, computed with ωB97M-V/def2-TZVPD.

Last column: Löwdin charge in e.
Cartesian coordinates (Å):
O (0.83, -1.03, 8.53)  0.139
C (1.88, -0.46, 8.66)  -0.442
C (2.19, 1.01, 9.00)  -0.065
C (3.60, 1.26, 8.41)  -0.087
C (3.75, -0.04, 7.61)  -0.278
C (5.04, -0.41, 6.97)  -0.182
C (5.57, 0.46, 6.06)  -0.065
C (6.75, 0.18, 5.43)  -0.072
C (7.41, -0.97, 5.75)  -0.096
C (6.89, -1.86, 6.65)  -0.078
C (5.69, -1.58, 7.26)  -0.026
O (3.14, -1.01, 8.48)  0.023
H (2.26, 1.04, 10.10)  0.120
H (1.43, 1.75, 8.74)  0.116
H (4.35, 1.20, 9.21)  0.125
H (3.64, 2.18, 7.83)  0.114
H (3.02, 0.03, 6.78)  0.161
H (5.05, 1.39, 5.84)  0.106
H (7.11, 0.90, 4.71)  0.109
H (8.36, -1.20, 5.27)  0.073
H (7.45, -2.76, 6.87)  0.102
H (5.24, -2.26, 7.97)  0.117
O (4.39, 1.16, 3.48)  -0.323
S (3.54, 1.72, 2.45)  0.675
O (3.93, 2.89, 1.71)  -0.331
C (3.08, 0.42, 1.32)  -0.229
C (1.82, -0.18, 1.92)  -0.215
C (0.97, 1.01, 2.38)  -0.217
C (1.90, 1.97, 3.14)  -0.209
H (3.90, -0.29, 1.23)  0.106
H (2.88, 0.88, 0.35)  0.095
H (1.29, -0.80, 1.19)  0.116
H (2.07, -0.81, 2.78)  0.117
H (0.56, 1.52, 1.50)  0.065
H (0.14, 0.69, 3.01)  0.118
H (1.61, 3.01, 3.01)  0.102
H (1.94, 1.73, 4.21)  0.095
O (0.39, 1.74, -0.38)  -0.339
S (-0.42, 2.71, -1.11)  0.694
O (-1.51, 3.40, -0.47)  -0.321
C (0.68, 3.90, -1.86)  -0.224
C (1.01, 3.29, -3.23)  -0.219
C (-0.32, 2.74, -3.77)  -0.206
C (-0.99, 1.96, -2.63)  -0.219
H (1.56, 4.05, -1.23)  0.109
H (0.13, 4.83, -1.97)  0.109
H (1.44, 4.04, -3.90)  0.114
H (1.73, 2.48, -3.11)  0.117
H (-0.96, 3.57, -4.07)  0.118
H (-0.17, 2.11, -4.64)  0.116
H (-2.07, 2.03, -2.67)  0.056
H (-0.68, 0.92, -2.63)  0.111
O (-4.92, 4.22, -4.67)  -0.323
S (-4.92, 3.13, -3.72)  0.682
O (-3.80, 2.22, -3.63)  -0.335
C (-5.27, 3.78, -2.10)  -0.223
C (-6.80, 3.73, -2.00)  -0.215
C (-7.21, 2.37, -2.60)  -0.200
C (-6.43, 2.19, -3.91)  -0.227
H (-4.86, 4.78, -2.01)  0.109
H (-4.81, 3.11, -1.37)  0.111
H (-7.13, 3.84, -0.97)  0.115
H (-7.23, 4.54, -2.59)  0.118
H (-6.94, 1.57, -1.90)  0.103
H (-8.28, 2.31, -2.77)  0.120
H (-6.19, 1.15, -4.10)  0.080
H (-6.98, 2.61, -4.75)  0.089
O (11.17, -4.62, 5.94)  -0.311
S (10.64, -3.77, 4.91)  0.681
O (9.57, -2.85, 5.18)  -0.330
C (11.99, -2.90, 4.13)  -0.229
C (12.45, -3.83, 3.01)  -0.222
C (11.16, -4.35, 2.36)  -0.215
C (10.22, -4.79, 3.49)  -0.217
H (12.77, -2.70, 4.87)  0.108
H (11.60, -1.96, 3.74)  0.109
H (13.08, -3.30, 2.29)  0.115
H (13.02, -4.66, 3.42)  0.119
H (10.69, -3.55, 1.78)  0.117
H (11.36, -5.18, 1.68)  0.113
H (9.17, -4.62, 3.24)  0.104
H (10.38, -5.83, 3.77)  0.104
O (-7.37, -0.08, -5.94)  -0.323
S (-7.90, 0.78, -6.97)  0.660
O (-8.93, 1.74, -6.69)  -0.317
C (-6.53, 1.62, -7.76)  -0.221
C (-6.12, 0.67, -8.89)  -0.216
C (-7.43, 0.18, -9.52)  -0.213
C (-8.37, -0.22, -8.38)  -0.217
H (-5.73, 1.79, -7.04)  0.106
H (-6.90, 2.56, -8.15)  0.114
H (-5.48, 1.18, -9.62)  0.117
H (-5.57, -0.18, -8.49)  0.120
H (-7.88, 1.00, -10.10)  0.117
H (-7.27, -0.65, -10.21)  0.114
H (-9.41, -0.03, -8.62)  0.103
H (-8.24, -1.27, -8.10)  0.102
O (-4.72, -2.31, -3.32)  -0.313
S (-6.07, -2.24, -2.82)  0.665
O (-6.60, -1.02, -2.25)  -0.324
C (-7.18, -2.81, -4.10)  -0.240
C (-7.28, -4.32, -3.86)  -0.220
C (-7.41, -4.49, -2.35)  -0.215
C (-6.35, -3.60, -1.69)  -0.218
H (-6.78, -2.55, -5.07)  0.094
H (-8.14, -2.32, -3.95)  0.110
H (-8.13, -4.75, -4.40)  0.114
H (-6.37, -4.81, -4.22)  0.119
H (-8.41, -4.18, -2.03)  0.116
H (-7.29, -5.53, -2.05)  0.113
H (-6.69, -3.20, -0.73)  0.102
H (-5.41, -4.13, -1.56)  0.104

Net charge   0
Gap between HOMO and LUMO   8.730 eV
DFT total energy   -129873.213 eV
Spin multiplicity   1
F_max   0.0325 hartree/bohr